1.
Formula: C36H69N9O5
Source: OMol25
Level of theory: ωB97M-V with the def2-TZVPD basis set

Geometry (Å):
N 0.192 0.689 1.465
O -0.970 0.712 1.033
O 0.380 1.091 2.592
O 1.016 0.104 0.840
C 3.312 -1.561 7.749
C 2.510 -2.823 8.021
C 1.399 -2.394 9.164
C 0.336 -3.496 9.415
C -0.276 -3.857 8.010
C 0.665 -4.427 6.915
N 1.759 -3.355 6.816
O 2.510 -3.310 5.615
C -0.222 -4.405 5.584
C 1.248 -5.861 7.171
C 3.476 -3.968 8.579
H 3.546 -0.958 8.626
H 2.601 -0.869 7.297
H 4.259 -1.553 7.209
H 0.912 -1.476 8.836
H 1.729 -2.196 10.183
H -0.478 -3.379 10.130
H 0.830 -4.349 9.879
H -0.738 -2.951 7.616
H -1.097 -4.560 8.158
H 0.499 -4.819 4.879
H -0.555 -3.409 5.290
H -1.162 -4.945 5.695
H 1.663 -6.012 8.167
H 2.111 -6.056 6.534
H 0.541 -6.652 6.920
H 2.878 -4.611 9.225
H 4.261 -3.562 9.217
H 3.944 -4.581 7.808
C 7.834 4.493 2.385
C 6.764 4.264 1.256
C 6.906 5.321 0.155
C 8.032 5.042 -0.894
C 7.584 3.685 -1.519
C 7.574 2.436 -0.621
N 6.843 2.777 0.721
O 6.411 1.829 1.583
C 9.010 1.899 -0.298
C 6.670 1.397 -1.302
C 5.331 4.454 1.904
H 7.648 5.448 2.878
H 8.816 4.614 1.928
H 7.876 3.698 3.129
H 7.103 6.304 0.582
H 5.968 5.366 -0.399
H 8.973 4.942 -0.353
H 8.115 5.829 -1.644
H 8.201 3.460 -2.389
H 6.647 3.878 -2.043
H 9.472 1.443 -1.173
H 9.044 1.113 0.456
H 9.523 2.805 0.024
H 5.703 1.844 -1.536
H 6.443 0.638 -0.553
H 7.025 0.948 -2.229
H 4.585 4.470 1.110
H 5.256 5.428 2.389
H 5.109 3.689 2.648
C -8.038 -0.268 2.349
C -8.032 -0.282 0.804
N -8.141 1.132 0.231
C -8.976 1.524 -0.763
C -8.700 2.823 -1.191
N -7.552 3.201 -0.526
C -7.283 2.232 0.312
C -6.869 4.482 -0.664
H -7.731 -1.225 2.771
H -9.042 -0.140 2.755
H -7.502 0.580 2.775
H -8.706 -0.943 0.258
H -7.040 -0.556 0.447
H -9.741 0.849 -1.115
H -9.163 3.357 -2.007
H -6.407 2.252 0.943
H -7.131 5.069 0.217
H -7.021 5.084 -1.560
H -5.803 4.305 -0.519
C -5.929 0.243 -8.577
C -5.970 0.715 -7.098
N -4.751 1.413 -6.733
C -4.009 1.215 -5.587
C -2.962 2.194 -5.737
N -3.113 3.013 -6.826
C -4.192 2.472 -7.486
C -2.179 4.050 -7.370
H -5.923 1.052 -9.308
H -6.706 -0.414 -8.968
H -5.048 -0.333 -8.858
H -6.072 -0.248 -6.598
H -6.912 1.204 -6.847
H -4.341 0.633 -4.740
H -2.182 2.536 -5.074
H -4.625 2.869 -8.393
H -2.239 4.100 -8.458
H -1.127 3.908 -7.120
H -2.562 4.976 -6.943
C -0.531 -1.863 -7.683
C -0.298 -3.337 -7.350
N -0.864 -3.651 -6.037
C -0.169 -3.275 -4.890
C -0.900 -3.727 -3.797
N -2.067 -4.425 -4.256
C -2.040 -4.293 -5.605
C -3.040 -5.170 -3.426
H -0.015 -1.750 -8.637
H -0.162 -1.099 -6.999
H -1.564 -1.558 -7.848
H 0.773 -3.535 -7.380
H -0.632 -3.970 -8.173
H 0.853 -2.927 -4.897
H -0.655 -3.621 -2.751
H -2.839 -4.548 -6.285
H -3.047 -6.182 -3.830
H -3.984 -4.626 -3.373
H -2.650 -5.232 -2.410

Properties
Molar mass: 708.0 g mol⁻¹
Charge: +4
Lowest unoccupied orbital energy: -10.11 eV


2.
Formula: C36H70Cl10N4O3
Source: OMol25
Level of theory: ωB97M-V with the def2-TZVPD basis set

Geometry (Å):
H 3.482 -9.909 3.880
N 3.001 -10.803 3.939
C 2.056 -10.652 4.745
N 1.210 -11.715 5.055
N 1.854 -9.366 5.372
C 0.605 -8.720 4.873
C 0.779 -8.229 3.429
C -0.380 -7.291 3.086
C -0.271 -6.686 1.670
C -0.623 -7.713 0.568
C -2.165 -7.878 0.780
O -2.724 -8.773 1.273
N -2.762 -6.706 0.195
C -1.994 -6.445 -1.022
C -1.986 -5.031 -1.634
C -3.234 -4.210 -1.259
C -2.919 -3.146 -0.180
C -1.911 -2.074 -0.627
C -2.500 -1.193 -1.753
C -3.096 0.139 -1.193
C -2.570 1.410 -1.911
C -2.150 2.494 -0.890
C -1.623 3.745 -1.621
C -0.433 4.461 -0.952
C 0.714 3.545 -0.493
C 1.833 4.415 0.176
C 1.757 4.296 1.721
C 0.814 5.366 2.305
C 0.765 5.229 3.848
C -0.664 -7.263 -0.906
C 0.608 -6.767 -1.627
C 1.516 -5.861 -0.826
O 1.398 -4.690 -0.901
O 2.497 -6.391 -0.054
H 1.666 -12.569 4.749
H 1.057 -11.797 6.056
H 1.718 -9.564 6.364
H 0.387 -7.889 5.550
H -0.201 -9.463 4.948
H 1.739 -7.705 3.417
H 0.800 -9.129 2.812
H -0.423 -6.473 3.813
H -1.309 -7.856 3.222
H 0.740 -6.281 1.604
H -0.936 -5.819 1.658
H -0.023 -8.605 0.752
H -2.896 -5.932 0.832
H -2.543 -7.024 -1.778
H -1.050 -4.507 -1.429
H -2.014 -5.172 -2.718
H -4.041 -4.834 -0.866
H -3.657 -3.737 -2.149
H -2.553 -3.698 0.698
H -3.839 -2.644 0.140
H -0.947 -2.495 -0.921
H -1.707 -1.452 0.249
H -1.747 -0.987 -2.515
H -3.324 -1.690 -2.270
H -2.902 0.214 -0.119
H -4.187 0.123 -1.295
H -1.767 1.176 -2.611
H -3.396 1.840 -2.482
H -1.422 2.019 -0.227
H -3.047 2.722 -0.306
H -2.448 4.469 -1.640
H -1.434 3.511 -2.672
H -0.768 5.142 -0.165
H 0.006 5.116 -1.722
H 1.142 3.078 -1.384
H 0.418 2.810 0.254
H 2.819 4.031 -0.108
H 1.740 5.462 -0.129
H 1.407 3.310 2.042
H 2.738 4.465 2.180
H 1.162 6.358 2.016
H -0.199 5.167 1.947
H 1.794 5.164 4.209
H 0.210 6.043 4.319
H 0.228 4.303 4.075
H -0.905 -8.196 -1.428
H 1.167 -7.602 -2.054
H 0.274 -6.166 -2.474
H 2.514 -5.852 0.751
Cl 0.502 8.712 0.464
C -0.747 9.097 -0.747
C -1.090 7.908 -1.605
Cl 0.249 7.448 -2.689
H -0.389 9.933 -1.344
H -1.632 9.422 -0.200
H -1.943 8.145 -2.240
H -1.344 7.041 -1.002
Cl -3.517 0.242 -4.811
C -5.092 -0.431 -4.321
C -6.224 0.540 -4.546
Cl -6.144 1.939 -3.444
H -5.022 -0.724 -3.275
H -5.253 -1.327 -4.918
H -7.176 0.044 -4.358
H -6.229 0.916 -5.567
Cl 6.494 5.982 -2.614
C 4.902 5.345 -2.122
C 3.789 6.326 -2.387
Cl 3.880 7.751 -1.324
H 4.956 5.080 -1.068
H 4.735 4.434 -2.696
H 2.826 5.851 -2.197
H 3.800 6.674 -3.418
Cl 11.534 4.608 -3.920
C 11.272 5.724 -2.555
C 9.882 6.308 -2.554
Cl 9.625 7.433 -3.914
H 12.031 6.502 -2.607
H 11.430 5.151 -1.643
H 9.721 6.876 -1.639
H 9.124 5.532 -2.612
Cl -2.808 6.877 1.483
C -3.051 8.006 2.839
C -4.423 8.630 2.818
Cl -4.627 9.751 1.447
H -2.268 8.761 2.792
H -2.918 7.434 3.756
H -4.578 9.209 3.728
H -5.203 7.875 2.755

Properties
Molar mass: 961.5 g mol⁻¹
Charge: 0
SMILES: [H]/N=C(/N)NCCCC[C@H]1C(=O)N[C@@H](CCCCCCCCCCCCCCC)[C@H]1CC(=O)O.ClCCCl.ClCCCl.ClCCCl.ClCCCl.ClCCCl
Lowest unoccupied orbital energy: 0.52 eV